Formula: C4H8NO2
Source: the OMol25 dataset
Level of theory: ωB97M-V with the def2-TZVPD basis set

Last column: Löwdin charge in e.
Geometry (Å):
O  3.823785  -0.562931  -0.002053  -0.18
H  -0.523368  -1.474633  0.680484  0.14
H  -0.621412  -0.529480  -0.945995  0.14
N  -0.896311  0.420016  -0.283078  0.05
H  -3.917180  0.579411  -0.811227  0.01
O  -2.231256  -1.583426  -0.332241  -0.05
H  0.278546  0.293153  1.468250  0.09
C  -1.226893  -0.954676  0.003196  -0.47
H  2.405887  -0.669209  1.454145  0.08
H  -3.896217  0.964137  -1.431565  0.01
C  1.640687  0.377394  -0.186246  -0.19
H  1.815073  0.864463  -1.148578  0.07
C  2.681719  -0.293610  0.434725  -0.48
C  0.359951  0.742629  0.466850  -0.32
H  0.306984  1.826757  0.633337  0.09

Atoms 1-6, force components in eV/Å:
O 0.1278 0.0665 0.0791
H 0.2802 0.2915 -0.0736
H 2.1009 3.2226 -2.5728
N -0.0958 -3.3757 -0.6809
H 0.0094 -0.2578 0.3331
O 0.2887 0.6593 -0.3409

Summary:
total energy = -362.33010 Ha
energy relative to the best compared isomer or geometry (same formula, charge and spin) = 509.7 kJ/mol
HOMO-LUMO gap = 6.8 eV
HOMO energy = -2.86 eV
charge = -1

***

Formula: C4H8NO2
Source: the OMol25 dataset
Level of theory: ωB97M-V with the def2-TZVPD basis set

Last column: Löwdin charge in e.
Geometry (Å):
H  0.592578  -1.745872  -0.602378  0.08
H  -4.072286  0.040721  -1.602144  0.07
H  0.926604  -0.455463  -1.764448  0.06
N  3.014233  0.192478  -0.338688  -0.01
H  2.393664  1.115799  1.746984  0.07
C  1.743239  -0.015712  0.123989  -0.46
O  -4.226693  0.233910  0.401696  -0.18
H  0.583122  1.290229  1.511758  0.09
H  1.299218  -0.208616  2.171404  0.07
C  0.593934  -0.653794  -0.757781  -0.03
O  -2.586300  -0.975421  -0.753479  -0.19
H  -0.435515  -0.282520  -0.583307  0.05
C  -3.630560  -0.243743  -0.622761  -0.64
H  2.358041  1.106603  -0.401633  0.09
C  1.446714  0.601395  1.470791  -0.08

Atoms 1-6, force components in eV/Å:
H -0.0785 0.3480 -0.0252
H -0.3014 0.1088 -0.2327
H -0.0828 -0.1091 -0.3785
N -3.2402 -0.3895 0.0729
H -0.7905 -0.2132 0.0402
C 0.5705 0.0728 -1.4855

Summary:
total energy = -362.37618 Ha
energy relative to the best compared isomer or geometry (same formula, charge and spin) = 388.7 kJ/mol
HOMO-LUMO gap = 7.8 eV
HOMO energy = -4.18 eV
charge = -1

***

Formula: C4H8NO2
Source: the OMol25 dataset
Level of theory: ωB97M-V with the def2-TZVPD basis set

Last column: Löwdin charge in e.
Geometry (Å):
H  0.225234  0.311403  -2.184372  0.17
H  1.755759  -0.200518  -1.640822  0.13
O  -2.116863  0.218769  0.013874  -0.02
O  0.637195  1.486259  -0.591355  -0.05
H  0.110037  -2.094616  1.104476  0.15
C  0.271459  -0.867548  -0.248971  -0.05
N  0.795098  -1.798419  0.448820  0.32
H  1.681714  -2.247730  0.283575  0.18
H  -0.932456  1.797706  0.723638  0.12
C  -0.781428  0.013163  0.503474  -0.32
C  -0.051157  1.288450  0.593424  -0.20
H  -1.940137  0.747170  -0.907096  0.19
H  0.609357  1.342498  1.532193  0.18
H  -1.081361  -0.122834  1.618003  0.20
C  0.817550  0.126247  -1.248861  -0.01

Atoms 1-6, force components in eV/Å:
H -0.0075 -1.1198 0.8080
H 1.3524 0.6974 0.3639
O 2.4103 1.2415 -4.4474
O 1.4988 -1.8945 -1.8553
H 0.1954 -1.0956 1.3690
C -1.3146 3.5154 1.2235

Summary:
total energy = -362.06446 Ha
energy relative to the best compared isomer or geometry (same formula, charge and spin) = 391.2 kJ/mol
HOMO-LUMO gap = 8.9 eV
HOMO energy = -14.87 eV
charge = +1
SMILES string = [NH2+]=C1COC[C@H]1O

***

Formula: C4H8NO2
Source: the OMol25 dataset
Level of theory: ωB97M-V with the def2-TZVPD basis set

Last column: Löwdin charge in e.
Geometry (Å):
H  -2.805421  0.982071  -0.419136  0.10
H  -2.127539  1.717411  -1.911812  0.14
H  0.125430  -1.594352  1.108130  0.15
C  -1.979013  1.327381  -0.923797  0.22
H  0.093315  0.902295  1.540636  0.16
C  0.137023  -0.855645  0.289653  -0.20
H  3.205336  -0.786757  -0.873033  0.18
N  -0.872388  1.189396  -0.323119  0.05
O  1.353509  -0.611241  -0.338682  -0.09
H  -0.105350  1.611094  -0.905934  0.21
H  -1.408449  0.145103  1.444297  0.17
H  -0.440255  -1.372563  -0.493042  0.14
C  -0.540373  0.417360  0.791213  -0.13
C  2.607973  -1.191406  0.036722  -0.25
O  2.756201  -1.880150  0.977906  0.15

Atoms 1-6, force components in eV/Å:
H -2.0544 -0.8874 0.9784
H 0.5361 0.5454 -0.2362
H 0.7008 0.4050 -0.0088
C 0.3528 -0.2040 0.3128
H 0.2964 0.4618 -0.7209
C -0.7238 -1.7814 0.2127

Summary:
total energy = -362.13578 Ha
energy relative to the best compared isomer or geometry (same formula, charge and spin) = 204.0 kJ/mol
HOMO-LUMO gap = 9.3 eV
HOMO energy = -14.69 eV
charge = +1
SMILES string = C=[NH+]CCOC=O

***

Formula: C4H8NO2
Source: the OMol25 dataset
Level of theory: ωB97M-V with the def2-TZVPD basis set

Last column: Löwdin charge in e.
Geometry (Å):
N  0.522413  -0.977355  -2.209022  0.11
H  0.334979  -2.048131  -2.343421  0.19
H  0.150132  0.603274  2.241307  0.08
C  -0.845976  -0.343035  0.495188  -0.15
C  -0.887694  0.358776  1.891766  -0.05
C  1.112856  -0.540528  -1.155386  -0.07
O  -1.953301  -0.617591  -0.044014  0.07
H  -1.468089  1.218502  1.578890  0.08
H  -1.385265  -0.346179  2.625903  0.11
C  1.788892  0.507240  -0.663934  -0.14
H  -2.724186  -0.383082  0.627795  0.19
H  1.698910  0.746284  0.388230  0.12
O  3.033293  0.798355  -1.064368  0.05
H  3.363802  0.450144  -1.993069  0.20
H  0.006310  -0.355012  -2.986652  0.21

Atoms 1-6, force components in eV/Å:
N -1.7004 -1.4273 -2.6662
H 0.6284 2.7293 0.4057
H -1.2065 -0.0866 -0.3094
C 2.5962 0.8328 0.7726
C 0.6017 -2.1697 -1.2904
C -2.1614 0.6519 -0.2782

Summary:
total energy = -362.00158 Ha
energy relative to the best compared isomer or geometry (same formula, charge and spin) = 556.3 kJ/mol
HOMO-LUMO gap (alpha / beta) = 8.9 / 8.9 eV
HOMO energy (alpha / beta) = -12.85 / -12.85 eV
charge = +1

***

Formula: C4H8NO2P
Source: the OMol25 dataset
Level of theory: ωB97M-V with the def2-TZVPD basis set

Last column: Löwdin charge in e.
Geometry (Å):
H  1.311716  2.897715  -1.125646  0.09
H  0.739063  1.686921  -2.270936  0.09
C  0.584287  -0.100797  -1.011922  -0.52
P  0.413849  -1.375970  1.298163  0.93
O  0.453465  -1.271365  -0.364584  -0.30
H  1.658113  1.166435  0.372875  0.11
C  1.195014  0.986250  -0.568440  -0.20
H  -1.759993  -2.035509  2.450473  0.07
H  -0.943347  0.523441  0.753254  0.07
H  -0.774966  0.263803  2.689950  0.07
H  -0.436711  -0.919859  -2.376065  0.11
N  1.394232  1.954926  -1.517625  0.03
C  -0.804034  -0.079255  1.659686  -0.32
O  0.173679  -0.196752  -2.311282  0.07
H  -1.876421  -1.998269  0.732478  0.09
C  -1.327946  -1.501713  1.589621  -0.40

Atoms 1-6, force components in eV/Å:
H -0.2937 -0.4418 -0.7294
H 0.7044 1.4207 0.1459
C 0.5515 -0.5006 0.4743
P 1.7821 -0.2676 0.5333
O -0.6231 -0.9804 0.3384
H 0.0008 -0.5217 0.6812

Summary:
total energy = -703.73337 Ha
energy relative to the best compared isomer or geometry (same formula, charge and spin) = 246.4 kJ/mol
HOMO-LUMO gap = 8.1 eV
HOMO energy = -7.32 eV
SMILES string = N/C=C(\O)OP1CC1

***

Formula: C4H8NO2S
Source: the OMol25 dataset
Level of theory: ωB97M-V with the def2-TZVPD basis set

Last column: Löwdin charge in e.
Geometry (Å):
H  -0.992433  1.746668  -1.484560  0.06
O  2.909763  -1.721327  -0.570201  -0.10
H  -1.193567  -0.506190  -1.114638  0.10
S  -0.372268  2.562849  0.749604  0.66
O  0.824287  -2.445567  -1.034349  -0.08
H  1.806026  -0.323395  1.047038  0.11
H  -0.644440  -1.794664  0.684064  0.10
N  1.132716  -0.792429  0.475905  0.00
C  1.667313  -1.756017  -0.428530  -0.81
H  -0.406727  -0.330201  1.807732  0.09
C  -0.246874  -0.790705  0.836404  -0.24
C  -1.106445  0.061514  -0.183721  -0.27
H  0.580515  1.189668  -0.995399  0.06
H  -2.070702  0.264033  0.288553  0.09
C  -0.430575  1.356079  -0.640416  -0.55
H  -1.456589  3.279683  0.562515  -0.20

Atoms 1-6, force components in eV/Å:
H -0.0500 0.4257 0.0573
O 0.0773 -0.0710 0.2848
H -0.3257 -0.3564 0.2551
S 1.1693 -0.2159 0.0623
O -0.4171 -0.3669 0.0065
H 0.1188 0.0231 0.1710

Summary:
total energy = -760.70647 Ha
energy relative to the best compared isomer or geometry (same formula, charge and spin) = 16.8 kJ/mol
HOMO-LUMO gap = 7.0 eV
HOMO energy = -4.03 eV
charge = -1
SMILES string = O=C([O-])NCCCS

***

Formula: C4H8NO2S
Source: the OMol25 dataset
Level of theory: ωB97M-V with the def2-TZVPD basis set

Last column: Löwdin charge in e.
Geometry (Å):
H  -1.810029  0.339273  -0.985713  0.13
H  1.354005  -2.857009  -0.809116  -0.04
O  0.074669  0.760256  -1.390125  -0.10
C  -1.051391  0.539779  0.614137  -0.15
C  0.185991  0.876884  -0.147521  -0.71
H  0.964439  2.669205  0.214518  0.05
S  1.116654  -1.077463  0.790166  0.53
H  1.161458  1.439487  1.507687  0.01
H  0.542424  -1.619128  -1.585665  0.02
H  2.290378  1.457066  0.026205  0.12
H  -0.365548  -2.465803  -0.328517  0.02
O  -3.195103  -0.292361  0.414680  -0.19
N  -2.092412  0.175080  -0.031010  -0.19
C  1.255093  1.721647  0.534584  -0.12
C  0.667221  -2.123204  -0.611023  -0.54
H  -1.097854  0.456286  1.786718  0.15

Atoms 1-6, force components in eV/Å:
H -0.9448 -0.5297 -1.7457
H 1.5267 -2.1979 0.0237
O 0.2692 0.5645 0.1030
C 0.1924 0.0094 4.2697
C 0.0829 -1.3086 -0.6436
H -0.1575 2.3036 0.2642

Summary:
total energy = -760.56478 Ha
energy relative to the best compared isomer or geometry (same formula, charge and spin) = 388.8 kJ/mol
HOMO-LUMO gap = 7.1 eV
HOMO energy = -3.34 eV
charge = -1

***

Question: What is the energy relative to the best compared isomer or geometry (same formula, charge and spin) in the third record?
Answer: 391.2 kJ/mol

***

Question: Look up the energy relative to the best compared isomer or geometry (same formula, charge and spin) of the first one.
Answer: 509.7 kJ/mol